[1]
C25H45AlNP2S | ωB97M-V with the def2-TZVPD basis set

Summary:
LUMO (spin up / spin down)   -4.9 / -5.4 eV
Charge   +1
Frontier orbital gap (spin up / spin down)   0.1524 / 0.1371 Ha

Last column: Mulliken charge in e.
Geometry (Å):
Al  0.75  -0.28  -1.72  -3.331
C  1.91  -0.05  1.16  -0.377
C  1.99  0.62  -0.17  4.203
C  0.82  1.97  1.36  0.489
C  1.16  0.76  2.03  1.270
C  1.45  1.98  0.10  -0.694
C  2.73  -1.18  1.58  -1.702
H  3.09  -1.79  0.74  0.143
H  2.23  -1.84  2.31  0.420
H  3.62  -0.78  2.10  0.401
C  0.97  0.54  3.48  -1.853
H  1.46  -0.38  3.82  0.425
H  -0.10  0.50  3.73  0.131
H  1.40  1.40  4.03  0.459
C  0.08  3.09  1.96  -2.077
H  0.78  3.82  2.40  0.368
H  -0.59  2.74  2.76  0.346
H  -0.54  3.62  1.20  0.353
C  1.69  3.17  -0.73  -1.446
H  2.55  3.76  -0.35  0.344
H  0.83  3.86  -0.73  0.467
H  1.91  2.90  -1.76  0.127
C  3.33  0.53  -0.87  -1.545
H  4.22  0.91  -0.30  0.380
H  3.31  1.07  -1.83  0.327
H  3.57  -0.51  -1.14  0.364
C  0.36  -1.79  -2.89  1.317
C  1.81  -1.82  -2.42  -0.048
C  2.90  -1.86  -3.43  -1.317
C  3.22  -0.52  -4.15  -1.207
C  2.23  0.59  -3.91  -0.062
C  0.95  0.53  -4.35  -0.238
C  0.44  -0.62  -5.17  -1.011
C  0.09  -1.90  -4.37  -1.575
H  2.66  -2.64  -4.17  0.356
H  3.30  -0.73  -5.23  0.558
H  3.79  -2.19  -2.90  0.578
H  0.62  -2.76  -4.79  0.488
H  -0.44  -2.32  -2.31  0.361
H  2.06  -2.40  -1.51  0.694
H  -0.98  -2.09  -4.49  0.491
H  -0.47  -0.29  -5.70  0.437
H  0.34  1.42  -4.40  0.690
H  1.18  -0.89  -5.95  0.358
H  4.21  -0.19  -3.81  0.268
H  2.68  1.55  -3.66  0.861
P  -0.48  -2.39  0.63  1.195
C  -0.55  -2.59  2.44  -1.047
H  -0.90  -3.58  2.73  0.529
H  -1.22  -1.84  2.88  0.149
H  0.43  -2.43  2.89  0.270
C  -2.16  -2.98  0.22  -1.299
H  -2.39  -3.93  0.70  0.486
H  -2.27  -3.09  -0.86  0.350
H  -2.89  -2.23  0.55  0.294
C  0.48  -3.90  0.23  -1.456
H  0.52  -4.06  -0.85  0.348
H  0.08  -4.79  0.72  0.499
H  1.52  -3.76  0.56  0.329
P  -1.62  1.00  -1.39  1.857
C  -1.21  2.52  -2.32  -1.333
H  -1.96  2.75  -3.09  0.511
H  -0.24  2.40  -2.82  0.039
H  -1.12  3.38  -1.64  0.396
C  -2.50  0.07  -2.71  -1.092
H  -1.85  -0.10  -3.57  0.090
H  -3.41  0.59  -3.04  0.595
H  -2.78  -0.91  -2.32  0.257
C  -3.07  1.70  -0.50  -1.543
H  -3.66  2.37  -1.14  0.519
H  -2.75  2.28  0.38  0.325
H  -3.73  0.93  -0.10  0.444
S  -2.63  0.15  2.38  -0.300
C  -2.80  0.86  3.82  0.255
N  -2.88  1.44  4.88  -0.659

***

[2]
C63H147Cl6CuN7O27P5 | ωB97M-V with the def2-TZVPD basis set

Summary:
LUMO   -0.3 eV
Frontier orbital gap   0.2223 Ha

Last column: Mulliken charge in e.
Geometry (Å):
Cu  18.03  -6.51  -0.91  0.505
C  22.38  -8.41  -1.62  1.529
C  21.21  -7.45  -1.82  2.733
C  21.47  -6.73  -3.22  0.172
C  21.13  -7.48  -4.45  -0.264
C  19.61  -8.00  -4.38  -0.881
C  19.23  -8.76  -3.04  2.557
N  19.83  -8.05  -1.81  1.450
O  19.36  -8.51  -0.51  -0.086
C  19.86  -10.20  -3.11  0.370
C  17.67  -8.93  -2.97  -1.060
C  21.32  -6.18  -0.89  -0.840
H  23.26  -7.78  -1.72  -0.667
H  22.51  -9.26  -2.29  -1.031
H  22.49  -8.74  -0.58  -0.563
H  22.54  -6.61  -3.39  -0.390
H  21.01  -5.75  -3.36  -0.432
H  21.84  -8.31  -4.51  -1.041
H  21.20  -6.87  -5.35  0.791
H  19.30  -8.67  -5.18  0.513
H  19.01  -7.11  -4.55  -0.438
H  19.73  -10.83  -2.23  -0.644
H  20.92  -10.06  -3.35  -0.903
H  19.41  -10.68  -3.97  0.216
H  17.29  -9.23  -2.00  -0.340
H  17.16  -9.63  -3.64  -0.344
H  17.24  -7.94  -3.12  0.143
H  21.00  -6.48  0.11  -0.310
H  20.57  -5.39  -1.01  -0.281
H  22.27  -5.65  -0.91  -0.239
C  18.90  -14.05  0.98  0.149
O  19.22  -15.23  0.88  -0.607
N  19.40  -13.01  0.17  0.265
C  19.10  -11.62  0.39  -0.630
C  20.16  -13.38  -0.93  -0.609
H  18.22  -13.60  1.72  0.327
H  18.52  -11.30  1.25  0.098
H  18.56  -11.10  -0.41  -0.054
H  20.08  -11.16  0.51  0.439
H  19.54  -13.46  -1.82  0.052
H  20.94  -12.65  -1.17  0.090
H  20.62  -14.36  -0.82  0.358
C  16.58  -13.02  -2.13  -0.153
O  16.09  -12.12  -1.51  -0.511
N  16.58  -13.13  -3.46  0.374
C  17.20  -14.33  -4.07  -0.831
C  15.98  -12.16  -4.32  -1.041
H  17.14  -13.85  -1.67  0.364
H  16.52  -14.98  -4.62  0.350
H  17.82  -14.93  -3.40  0.414
H  17.81  -14.02  -4.93  0.030
H  15.27  -12.63  -4.99  0.663
H  15.44  -11.35  -3.82  0.115
H  16.71  -11.82  -5.06  0.185
C  17.81  -4.72  -3.96  0.280
O  17.77  -5.30  -2.85  -0.487
N  16.82  -4.67  -4.87  0.338
C  16.96  -4.01  -6.14  -0.411
C  15.50  -5.28  -4.74  -0.758
H  18.67  -4.11  -4.29  0.000
H  16.74  -4.67  -6.98  0.210
H  17.95  -3.64  -6.42  -0.068
H  16.27  -3.18  -6.26  0.371
H  14.86  -4.41  -4.62  0.362
H  15.31  -5.88  -5.64  0.119
H  15.39  -5.96  -3.89  0.151
C  27.22  -9.03  -3.43  0.141
O  28.38  -8.72  -3.63  -0.628
N  26.22  -8.80  -4.29  0.220
C  24.87  -9.11  -3.95  0.353
C  26.49  -8.02  -5.50  -1.265
H  26.97  -9.63  -2.54  0.407
H  24.92  -9.45  -2.92  -0.162
H  24.55  -9.91  -4.62  0.120
H  24.25  -8.26  -4.21  -0.319
H  25.88  -7.12  -5.55  0.304
H  27.52  -7.71  -5.65  0.364
H  26.19  -8.70  -6.30  0.497
C  20.71  -6.44  3.05  0.121
O  20.64  -5.41  3.78  -0.675
N  21.59  -7.46  3.20  0.231
C  21.47  -8.72  2.38  -0.786
C  22.67  -7.45  4.13  -0.915
H  20.04  -6.68  2.21  0.344
H  22.26  -8.81  1.64  0.034
H  20.47  -8.75  1.95  0.167
H  21.48  -9.59  3.02  0.588
H  22.65  -8.37  4.71  0.319
H  23.58  -7.55  3.54  0.156
H  22.76  -6.61  4.82  0.333
C  24.98  -2.08  2.07  0.281
O  25.74  -1.58  2.85  -0.665
N  24.13  -3.06  2.38  0.129
C  23.42  -3.74  1.36  -0.087
C  23.94  -3.58  3.70  -1.007
H  24.91  -1.74  1.02  0.370
H  23.66  -4.80  1.41  -0.234
H  23.60  -3.37  0.35  -0.185
H  22.37  -3.60  1.63  0.371
H  22.88  -3.65  3.94  0.296
H  24.44  -4.53  3.84  0.240
H  24.44  -2.87  4.37  0.445
Cl  12.59  -6.92  -5.65  -0.194
C  13.10  -8.63  -5.84  -0.469
C  14.43  -8.94  -5.14  0.479
Cl  14.41  -8.30  -3.45  -0.153
H  13.20  -8.77  -6.92  0.299
H  12.23  -9.22  -5.55  0.478
H  15.27  -8.44  -5.62  -0.590
H  14.54  -10.01  -5.00  0.088
Cl  22.96  -4.28  -8.25  -0.149
C  23.21  -3.34  -6.72  -0.640
C  22.09  -3.45  -5.67  0.497
Cl  20.51  -3.52  -6.44  -0.265
H  23.31  -2.29  -6.97  0.489
H  24.21  -3.59  -6.38  0.229
H  22.18  -2.58  -5.02  0.258
H  22.27  -4.35  -5.07  -0.383
Cl  23.17  -11.79  -2.63  -0.109
C  23.30  -12.12  -4.40  0.244
C  22.58  -13.50  -4.68  -1.135
Cl  20.80  -13.51  -4.47  0.021
H  24.38  -12.20  -4.51  0.682
H  22.91  -11.27  -4.97  -0.525
H  23.01  -14.27  -4.04  0.440
H  22.76  -13.85  -5.70  0.451
C  19.72  -12.54  -7.72  -0.902
C  18.26  -12.48  -8.15  -0.261
O  17.82  -11.15  -8.36  0.082
P  16.26  -10.85  -8.65  0.361
O  15.40  -10.92  -7.45  -0.429
O  16.16  -9.31  -9.29  -0.370
C  16.18  -8.07  -8.49  -0.282
C  17.42  -8.12  -7.58  -0.661
O  15.92  -11.93  -9.77  -0.290
C  14.66  -11.90  -10.32  -0.259
C  14.74  -11.41  -11.75  -1.214
H  20.31  -12.29  -8.60  0.409
H  19.92  -11.81  -6.93  0.009
H  19.98  -13.53  -7.36  0.398
H  18.04  -13.01  -9.08  0.337
H  17.77  -12.98  -7.31  0.234
H  16.33  -7.22  -9.16  0.436
H  15.25  -7.77  -8.02  0.069
H  17.63  -7.21  -7.02  0.307
H  17.32  -8.77  -6.70  -0.001
H  18.32  -8.36  -8.15  0.485
H  14.30  -12.90  -10.08  0.414
H  14.07  -11.09  -9.88  0.195
H  14.88  -12.26  -12.41  0.312
H  13.77  -10.99  -12.02  0.384
H  15.42  -10.56  -11.86  0.305
C  20.92  -2.63  -1.97  -0.256
C  20.02  -2.11  -0.88  -0.523
O  20.79  -1.22  -0.07  -0.239
P  20.46  -0.89  1.52  0.883
O  20.51  -2.09  2.46  -0.692
O  18.95  -0.22  1.42  -0.324
C  18.36  0.12  2.68  -0.303
C  17.44  1.39  2.57  -1.102
O  21.48  0.30  1.92  -0.223
C  21.46  1.52  1.16  -0.153
C  21.33  2.63  2.17  -1.121
H  21.76  -3.10  -1.46  -0.073
H  20.44  -3.16  -2.79  -0.302
H  21.36  -1.77  -2.48  0.561
H  19.18  -1.62  -1.38  0.347
H  19.63  -2.98  -0.35  0.428
H  17.83  -0.70  3.17  0.399
H  19.13  0.25  3.43  0.320
H  16.66  1.38  1.80  0.303
H  16.88  1.52  3.50  0.364
H  18.10  2.23  2.37  0.182
H  22.41  1.63  0.64  0.388
H  20.74  1.58  0.35  0.282
H  21.54  3.65  1.84  0.417
H  20.31  2.73  2.54  0.120
H  21.97  2.47  3.04  0.276
C  25.51  -3.77  -3.06  -1.369
C  24.81  -4.48  -1.89  1.358
O  25.62  -4.45  -0.75  -0.174
P  26.81  -5.51  -0.35  0.426
O  27.65  -5.17  0.83  -0.858
O  26.06  -6.92  -0.22  0.101
C  25.29  -7.15  0.90  0.250
C  25.48  -8.61  1.32  -1.549
O  27.58  -5.69  -1.74  0.044
C  28.98  -5.61  -1.80  -0.360
C  29.35  -4.74  -2.97  -1.281
H  24.88  -3.34  -3.84  0.331
H  26.05  -2.91  -2.66  0.384
H  26.21  -4.38  -3.64  0.125
H  23.94  -3.87  -1.65  -0.333
H  24.43  -5.47  -2.12  -0.349
H  25.64  -6.54  1.73  0.662
H  24.24  -6.91  0.76  -0.213
H  24.95  -8.90  2.22  0.350
H  25.09  -9.14  0.45  0.213
H  26.53  -8.89  1.42  0.380
H  29.55  -5.30  -0.93  0.419
H  29.33  -6.62  -2.04  0.313
H  30.40  -4.85  -3.26  0.433
H  28.73  -4.92  -3.85  0.201
H  29.26  -3.67  -2.79  0.345
C  11.11  -11.94  3.70  -1.134
C  10.64  -10.85  2.65  -0.088
O  11.38  -9.66  2.94  -0.320
P  12.39  -8.93  1.89  0.815
O  12.92  -7.57  2.28  -0.799
O  13.60  -9.97  1.64  -0.193
C  14.60  -9.92  0.66  0.209
C  15.95  -9.45  1.12  -0.690
O  11.56  -9.01  0.50  -0.280
C  11.59  -8.01  -0.46  -0.360
C  11.52  -8.64  -1.85  -0.870
H  10.56  -12.88  3.64  0.361
H  12.17  -12.19  3.67  0.262
H  11.01  -11.50  4.69  0.301
H  10.94  -11.15  1.65  0.197
H  9.56  -10.72  2.60  0.351
H  14.67  -10.98  0.44  0.162
H  14.32  -9.36  -0.24  -0.065
H  16.27  -10.10  1.94  0.285
H  16.62  -9.13  0.32  0.026
H  15.76  -8.48  1.58  0.379
H  10.71  -7.37  -0.38  0.341
H  12.47  -7.40  -0.26  0.361
H  12.42  -9.20  -2.09  0.055
H  10.66  -9.28  -2.03  0.369
H  11.33  -7.84  -2.56  0.350
C  22.27  -9.09  -7.61  -0.375
C  23.04  -7.91  -8.22  0.099
O  22.60  -7.71  -9.52  -0.315
P  23.73  -7.75  -10.68  0.682
O  23.35  -7.62  -12.10  -0.827
O  24.64  -6.52  -10.21  -0.037
C  25.78  -6.16  -11.02  -0.506
C  26.98  -7.09  -10.99  -0.836
O  24.68  -9.00  -10.38  -0.025
C  24.49  -10.28  -10.99  -0.286
C  25.68  -10.70  -11.90  -1.363
H  22.15  -10.03  -8.15  0.328
H  22.81  -9.49  -6.75  -0.032
H  21.25  -8.80  -7.36  -0.058
H  22.80  -6.96  -7.74  -0.088
H  24.13  -7.98  -8.15  0.431
H  25.48  -6.07  -12.06  0.380
H  26.09  -5.17  -10.66  0.340
H  27.96  -6.64  -11.15  0.418
H  27.02  -7.39  -9.94  0.191
H  26.85  -7.92  -11.68  0.113
H  24.50  -11.05  -10.22  0.294
H  23.65  -10.45  -11.67  0.364
H  25.52  -11.76  -12.09  0.468
H  25.67  -10.19  -12.87  0.287
H  26.62  -10.57  -11.37  0.331

***

Please write out number 1 again, unchanged.
C25H45AlNP2S | ωB97M-V with the def2-TZVPD basis set

Summary:
LUMO (spin up / spin down)   -4.9 / -5.4 eV
Charge   +1
Frontier orbital gap (spin up / spin down)   0.1524 / 0.1371 Ha

Last column: Mulliken charge in e.
Geometry (Å):
Al  0.75  -0.28  -1.72  -3.331
C  1.91  -0.05  1.16  -0.377
C  1.99  0.62  -0.17  4.203
C  0.82  1.97  1.36  0.489
C  1.16  0.76  2.03  1.270
C  1.45  1.98  0.10  -0.694
C  2.73  -1.18  1.58  -1.702
H  3.09  -1.79  0.74  0.143
H  2.23  -1.84  2.31  0.420
H  3.62  -0.78  2.10  0.401
C  0.97  0.54  3.48  -1.853
H  1.46  -0.38  3.82  0.425
H  -0.10  0.50  3.73  0.131
H  1.40  1.40  4.03  0.459
C  0.08  3.09  1.96  -2.077
H  0.78  3.82  2.40  0.368
H  -0.59  2.74  2.76  0.346
H  -0.54  3.62  1.20  0.353
C  1.69  3.17  -0.73  -1.446
H  2.55  3.76  -0.35  0.344
H  0.83  3.86  -0.73  0.467
H  1.91  2.90  -1.76  0.127
C  3.33  0.53  -0.87  -1.545
H  4.22  0.91  -0.30  0.380
H  3.31  1.07  -1.83  0.327
H  3.57  -0.51  -1.14  0.364
C  0.36  -1.79  -2.89  1.317
C  1.81  -1.82  -2.42  -0.048
C  2.90  -1.86  -3.43  -1.317
C  3.22  -0.52  -4.15  -1.207
C  2.23  0.59  -3.91  -0.062
C  0.95  0.53  -4.35  -0.238
C  0.44  -0.62  -5.17  -1.011
C  0.09  -1.90  -4.37  -1.575
H  2.66  -2.64  -4.17  0.356
H  3.30  -0.73  -5.23  0.558
H  3.79  -2.19  -2.90  0.578
H  0.62  -2.76  -4.79  0.488
H  -0.44  -2.32  -2.31  0.361
H  2.06  -2.40  -1.51  0.694
H  -0.98  -2.09  -4.49  0.491
H  -0.47  -0.29  -5.70  0.437
H  0.34  1.42  -4.40  0.690
H  1.18  -0.89  -5.95  0.358
H  4.21  -0.19  -3.81  0.268
H  2.68  1.55  -3.66  0.861
P  -0.48  -2.39  0.63  1.195
C  -0.55  -2.59  2.44  -1.047
H  -0.90  -3.58  2.73  0.529
H  -1.22  -1.84  2.88  0.149
H  0.43  -2.43  2.89  0.270
C  -2.16  -2.98  0.22  -1.299
H  -2.39  -3.93  0.70  0.486
H  -2.27  -3.09  -0.86  0.350
H  -2.89  -2.23  0.55  0.294
C  0.48  -3.90  0.23  -1.456
H  0.52  -4.06  -0.85  0.348
H  0.08  -4.79  0.72  0.499
H  1.52  -3.76  0.56  0.329
P  -1.62  1.00  -1.39  1.857
C  -1.21  2.52  -2.32  -1.333
H  -1.96  2.75  -3.09  0.511
H  -0.24  2.40  -2.82  0.039
H  -1.12  3.38  -1.64  0.396
C  -2.50  0.07  -2.71  -1.092
H  -1.85  -0.10  -3.57  0.090
H  -3.41  0.59  -3.04  0.595
H  -2.78  -0.91  -2.32  0.257
C  -3.07  1.70  -0.50  -1.543
H  -3.66  2.37  -1.14  0.519
H  -2.75  2.28  0.38  0.325
H  -3.73  0.93  -0.10  0.444
S  -2.63  0.15  2.38  -0.300
C  -2.80  0.86  3.82  0.255
N  -2.88  1.44  4.88  -0.659

***

Question: What is the formula in the first record?
Answer: C25H45AlNP2S